{
  "formula": "O4S2",
  "method": "ωB97M-V/def2-TZVPD",
  "lumo_energy_ev": -0.2,
  "gap_ev": 10.36,
  "max_force_ev_per_a": 3.73,
  "e_above_lowest_kcal_mol": 52.9,
  "elements": ["O", "O", "O", "O", "S", "S"],
  "xyz": [[0.667, -1.059, 0.105], [-0.851, -0.072, 1.891], [-0.329, -0.073, -1.771], [0.405, 1.195, 0.059], [0.911, 0.100, -1.049], [-0.697, -0.084, 0.480]],
  "mulliken_charge": [-0.273, -0.486, -0.435, -0.277, 0.723, 0.749]
}


{
  "formula": "C8H11N5O2",
  "method": "ωB97M-V/def2-TZVPD",
  "lumo_energy_ev": [0.3, 0.3],
  "gap_ev": [6.99, 6.98],
  "max_force_ev_per_a": 4.48,
  "e_above_lowest_kcal_mol": 75.1,
  "elements": ["C", "C", "C", "C", "C", "C", "C", "C", "N", "N", "N", "N", "N", "O", "O", "H", "H", "H", "H", "H", "H", "H", "H", "H", "H", "H"],
  "xyz": [[-2.589, 2.039, -0.090], [-3.485, 0.208, 0.831], [0.094, -0.456, 2.015], [-1.535, 1.323, -0.587], [-2.523, -0.565, 0.245], [1.226, -1.256, 0.404], [2.589, 0.838, 0.019], [-0.594, -0.677, -1.252], [-3.565, 1.557, 0.593], [0.323, -1.614, 1.318], [0.931, 0.485, 1.631], [-1.504, -0.031, -0.487], [1.592, 0.011, 0.642], [-0.544, 1.982, -1.232], [-2.479, -1.859, 0.538], [-2.376, 3.148, -0.170], [-4.264, -0.282, 1.467], [-0.593, -0.543, 2.793], [1.869, -1.837, -0.196], [3.602, 0.547, 0.485], [2.295, 0.795, -1.156], [2.447, 1.843, 0.315], [0.068, -0.051, -1.844], [-0.536, -1.727, -1.491], [-0.945, 2.301, -2.128], [-1.540, -2.190, 0.407]],
  "mulliken_charge": [-0.014, -0.333, -0.318, 0.146, 0.444, 0.033, -0.863, -1.105, -0.691, -0.691, -0.886, 0.395, 0.905, -0.513, -0.584, 0.301, 0.354, 0.533, 0.488, 0.315, 0.249, 0.327, 0.347, 0.437, 0.344, 0.380]
}


{
  "formula": "C20H23BCl2N2O5",
  "method": "ωB97M-V/def2-TZVPD",
  "lumo_energy_ev": -1.2,
  "gap_ev": 7.20,
  "max_force_ev_per_a": 4.99,
  "elements": ["C", "C", "C", "C", "C", "C", "C", "C", "O", "C", "O", "C", "C", "N", "C", "C", "C", "O", "C", "C", "Cl", "C", "C", "Cl", "C", "B", "N", "O", "C", "O", "H", "H", "H", "H", "H", "H", "H", "H", "H", "H", "H", "H", "H", "H", "H", "H", "H", "H", "H", "H", "H", "H", "H"],
  "xyz": [[0.079, -0.044, 3.418], [-0.947, -0.398, 2.468], [-0.610, -1.022, 1.037], [-1.283, -2.363, 0.635], [-2.291, -3.089, 1.635], [-3.700, -2.332, 1.817], [-4.241, -1.591, 0.498], [-4.278, 0.029, 0.687], [-5.416, 0.592, -0.065], [-5.198, 0.334, -1.467], [-4.710, 1.178, -2.247], [-0.997, -3.039, -0.753], [-0.046, -2.333, -1.786], [0.202, -2.996, -3.074], [0.604, -0.977, -1.435], [0.321, -0.359, -0.011], [1.055, 1.025, 0.304], [0.502, 1.897, 1.038], [2.493, 1.287, -0.388], [3.548, 2.133, 0.454], [3.424, 1.483, 2.201], [3.134, 3.719, 0.479], [2.708, 4.258, 1.924], [1.868, 4.153, -0.777], [2.683, 0.741, -1.677], [4.066, 0.980, -2.491], [4.973, -0.209, -2.698], [4.513, 2.240, -3.049], [1.562, -0.147, -2.430], [1.465, -0.220, -3.681], [0.913, -0.776, 3.665], [0.001, 0.988, 3.919], [-2.039, -0.192, 2.711], [-1.784, -3.143, 2.672], [-2.467, -4.167, 1.296], [-3.657, -1.567, 2.667], [-4.472, -3.125, 2.108], [-5.351, -1.892, 0.371], [-3.722, -1.897, -0.472], [-3.301, 0.533, 0.374], [-4.525, 0.199, 1.791], [-5.546, -0.686, -1.849], [-1.529, -4.026, -0.952], [-0.181, -3.947, -2.985], [-0.298, -2.436, -3.778], [4.637, 1.979, 0.163], [4.087, 4.304, 0.186], [1.773, 3.752, 2.358], [2.426, 5.377, 1.827], [3.595, 4.248, 2.665], [5.888, 0.115, -3.065], [4.589, -0.847, -3.410], [5.479, 2.277, -2.830]],
  "mulliken_charge": [-0.737, -0.106, 0.255, 0.549, -1.115, -0.724, -0.466, -0.240, -0.406, 0.207, -0.466, -0.967, 0.385, -0.540, 0.105, 0.418, -0.010, -0.529, -0.179, -0.036, -0.183, 0.204, -1.206, -0.174, 0.454, 0.418, -0.580, -0.583, 0.171, -0.567, 0.255, 0.197, 0.117, 0.311, 0.393, 0.348, 0.364, 0.364, 0.351, 0.185, 0.301, 0.330, 0.130, 0.276, 0.271, 0.382, 0.356, 0.240, 0.369, 0.348, 0.203, 0.262, 0.294]
}


Copy entry 3 word for word.
{
  "formula": "C20H23BCl2N2O5",
  "method": "ωB97M-V/def2-TZVPD",
  "lumo_energy_ev": -1.2,
  "gap_ev": 7.20,
  "max_force_ev_per_a": 4.99,
  "elements": ["C", "C", "C", "C", "C", "C", "C", "C", "O", "C", "O", "C", "C", "N", "C", "C", "C", "O", "C", "C", "Cl", "C", "C", "Cl", "C", "B", "N", "O", "C", "O", "H", "H", "H", "H", "H", "H", "H", "H", "H", "H", "H", "H", "H", "H", "H", "H", "H", "H", "H", "H", "H", "H", "H"],
  "xyz": [[0.079, -0.044, 3.418], [-0.947, -0.398, 2.468], [-0.610, -1.022, 1.037], [-1.283, -2.363, 0.635], [-2.291, -3.089, 1.635], [-3.700, -2.332, 1.817], [-4.241, -1.591, 0.498], [-4.278, 0.029, 0.687], [-5.416, 0.592, -0.065], [-5.198, 0.334, -1.467], [-4.710, 1.178, -2.247], [-0.997, -3.039, -0.753], [-0.046, -2.333, -1.786], [0.202, -2.996, -3.074], [0.604, -0.977, -1.435], [0.321, -0.359, -0.011], [1.055, 1.025, 0.304], [0.502, 1.897, 1.038], [2.493, 1.287, -0.388], [3.548, 2.133, 0.454], [3.424, 1.483, 2.201], [3.134, 3.719, 0.479], [2.708, 4.258, 1.924], [1.868, 4.153, -0.777], [2.683, 0.741, -1.677], [4.066, 0.980, -2.491], [4.973, -0.209, -2.698], [4.513, 2.240, -3.049], [1.562, -0.147, -2.430], [1.465, -0.220, -3.681], [0.913, -0.776, 3.665], [0.001, 0.988, 3.919], [-2.039, -0.192, 2.711], [-1.784, -3.143, 2.672], [-2.467, -4.167, 1.296], [-3.657, -1.567, 2.667], [-4.472, -3.125, 2.108], [-5.351, -1.892, 0.371], [-3.722, -1.897, -0.472], [-3.301, 0.533, 0.374], [-4.525, 0.199, 1.791], [-5.546, -0.686, -1.849], [-1.529, -4.026, -0.952], [-0.181, -3.947, -2.985], [-0.298, -2.436, -3.778], [4.637, 1.979, 0.163], [4.087, 4.304, 0.186], [1.773, 3.752, 2.358], [2.426, 5.377, 1.827], [3.595, 4.248, 2.665], [5.888, 0.115, -3.065], [4.589, -0.847, -3.410], [5.479, 2.277, -2.830]],
  "mulliken_charge": [-0.737, -0.106, 0.255, 0.549, -1.115, -0.724, -0.466, -0.240, -0.406, 0.207, -0.466, -0.967, 0.385, -0.540, 0.105, 0.418, -0.010, -0.529, -0.179, -0.036, -0.183, 0.204, -1.206, -0.174, 0.454, 0.418, -0.580, -0.583, 0.171, -0.567, 0.255, 0.197, 0.117, 0.311, 0.393, 0.348, 0.364, 0.364, 0.351, 0.185, 0.301, 0.330, 0.130, 0.276, 0.271, 0.382, 0.356, 0.240, 0.369, 0.348, 0.203, 0.262, 0.294]
}


Which formula does entry 1 have?
O4S2